No. 1
77
Properties=species:S:1:pos:R:3 method="wB97M-V/def2-TZVPD" lumo_ha=-0.193 e_above_lowest_ev=0.519 orbital_gap_ev=5.863 homo_energy_ev=-11.1 total_charge=+1 total_energy_ev=-47153.2943
C 3.400 0.871 1.104
N 2.203 0.075 0.828
C 1.022 0.571 0.418
C 0.138 -0.484 0.072
C -1.194 -0.308 -0.396
C -2.389 -0.824 0.275
C -2.800 -2.150 0.036
C -4.039 -2.609 0.480
C -4.892 -1.763 1.195
C -4.452 -0.479 1.560
C -3.239 0.006 1.079
C 0.848 -1.711 0.470
C 0.372 -2.961 0.823
C 1.145 -3.774 1.660
C 2.398 -3.361 2.149
C 2.946 -2.142 1.715
C 2.157 -1.326 0.891
H 4.145 0.249 1.618
H 3.817 1.261 0.161
H 3.155 1.733 1.741
H 0.798 1.658 0.409
H -1.367 0.656 -0.896
H -2.162 -2.821 -0.547
H -4.348 -3.628 0.248
H -5.906 -2.082 1.448
H -5.081 0.146 2.201
H -2.904 1.026 1.315
H -0.642 -3.228 0.536
H 0.735 -4.733 1.982
H 2.928 -3.986 2.868
H 3.897 -1.793 2.115
F 2.707 -0.253 -2.199
C 2.141 -0.084 -3.514
C 3.151 0.765 -4.314
C 4.418 1.039 -3.790
C 5.243 1.992 -4.397
C 4.833 2.624 -5.570
C 3.629 2.259 -6.165
C 2.754 1.379 -5.505
C 1.854 -1.490 -4.039
C 2.291 -1.960 -5.279
C 1.924 -3.252 -5.698
C 1.191 -4.088 -4.853
C 0.817 -3.634 -3.581
C 1.185 -2.355 -3.165
C 0.828 0.702 -3.248
C 1.055 2.118 -2.671
C -0.026 3.008 -3.279
C -0.664 2.226 -4.429
N -0.062 0.834 -4.438
C -1.068 -0.184 -4.480
C -2.055 -0.090 -3.472
C -2.655 -1.276 -3.043
N -2.335 -2.426 -3.612
C -1.755 -2.453 -4.819
C -1.061 -1.332 -5.298
H 4.757 0.505 -2.901
H 6.199 2.231 -3.936
H 5.451 3.404 -6.009
H 3.356 2.663 -7.136
H 1.756 1.167 -5.894
H 2.902 -1.318 -5.916
H 2.227 -3.605 -6.689
H 0.875 -5.081 -5.193
H 0.230 -4.269 -2.910
H 0.965 -2.019 -2.146
H 0.285 0.109 -2.485
H 1.047 2.082 -1.577
H 2.043 2.507 -2.944
H -0.812 3.285 -2.551
H 0.434 3.927 -3.655
H -1.764 2.196 -4.328
H -0.467 2.682 -5.412
H -2.250 0.837 -2.939
H -3.359 -1.264 -2.209
H -1.767 -3.391 -5.391
H -0.474 -1.373 -6.222

---

No. 2
82
Properties=species:S:1:pos:R:3 method="wB97M-V/def2-TZVPD" lumo_ha=0.080 e_above_lowest_ev=0.465 orbital_gap_ev=5.262 homo_energy_ev=-3.1 total_charge=-1 total_energy_ev=-90098.4391
Pt -0.014 0.524 0.150
C 1.972 -3.860 5.333
C 1.253 -3.171 4.199
C -0.103 -3.353 4.006
C -0.819 -2.670 3.023
C -2.252 -2.922 2.903
O -2.884 -2.834 1.858
C -3.018 -3.341 4.115
C -4.159 -4.125 3.936
C -4.953 -4.481 5.010
C -4.637 -4.037 6.287
C -3.520 -3.235 6.475
C -2.722 -2.883 5.400
C -0.117 -1.774 2.120
O -0.779 -1.018 1.339
C 1.323 -1.738 2.219
C 1.940 -2.369 3.310
C 2.178 -1.115 1.229
N 1.784 -0.478 0.171
C 2.775 -0.146 -0.857
C 2.232 -0.377 -2.256
Te 3.718 0.158 -3.711
C 4.886 -1.553 -3.185
C 5.941 -1.473 -2.284
C 6.645 -2.615 -1.925
C 6.300 -3.844 -2.468
C 5.241 -3.933 -3.360
C 4.536 -2.791 -3.713
C 3.652 -1.297 1.411
C 4.459 -0.203 1.707
C 5.831 -0.353 1.827
C 6.415 -1.599 1.655
C 5.616 -2.698 1.370
C 4.245 -2.549 1.255
H 1.265 -4.406 5.958
H 2.491 -3.134 5.961
H 2.716 -4.565 4.956
H -0.626 -4.064 4.633
H -4.399 -4.450 2.932
H -5.837 -5.089 4.857
H -5.258 -4.312 7.130
H -3.288 -2.864 7.465
H -1.871 -2.232 5.545
H 3.002 -2.229 3.456
H 3.664 -0.769 -0.738
H 3.079 0.901 -0.748
H 1.356 0.234 -2.450
H 1.970 -1.421 -2.404
H 6.214 -0.518 -1.852
H 7.461 -2.544 -1.217
H 6.857 -4.733 -2.200
H 4.962 -4.890 -3.783
H 3.702 -2.860 -4.400
H 3.999 0.769 1.844
H 6.443 0.508 2.066
H 7.488 -1.713 1.744
H 6.062 -3.676 1.239
H 3.617 -3.403 1.033
C -0.240 4.849 -1.629
C -0.514 3.555 -0.905
S 0.720 2.340 -1.084
C -1.611 3.337 -0.160
C -2.624 4.404 0.153
S -1.922 1.796 0.584
H 0.529 4.700 -2.386
H 0.111 5.623 -0.939
H -1.141 5.216 -2.124
H -2.557 5.249 -0.532
H -2.453 4.780 1.166
H -3.637 3.997 0.120
S -0.752 -1.779 -1.875
C -2.232 -0.989 -1.757
N -3.071 -1.249 -0.725
C -4.293 -0.700 -0.609
C -4.790 0.128 -1.568
C -3.969 0.424 -2.674
C -2.719 -0.117 -2.768
H -2.742 -1.840 0.047
H -4.849 -0.981 0.274
H -5.778 0.553 -1.478
H -4.338 1.082 -3.451
H -2.061 0.111 -3.592

---

No. 3
86
Properties=species:S:1:pos:R:3 method="wB97M-V/def2-TZVPD" lumo_ha=-0.085 e_above_lowest_ev=0.623 orbital_gap_ev=8.989 homo_energy_ev=-11.3 total_charge=+1 total_energy_ev=-248157.3253
Y 1.010 -0.235 0.592
O 2.052 2.841 3.365
As 2.191 1.543 2.218
O 1.582 1.939 0.703
O 1.100 0.346 2.661
C 4.095 1.382 1.998
C 4.987 2.038 2.830
C 6.338 2.020 2.519
C 6.780 1.359 1.382
C 5.886 0.688 0.560
C 4.535 0.700 0.862
S 3.438 -1.614 0.874
O 3.167 -1.225 2.247
O 2.111 -1.972 0.234
O 3.631 -0.016 0.095
H 1.261 2.696 3.914
H 4.615 2.558 3.703
H 7.042 2.536 3.158
H 7.834 1.360 1.139
H 6.222 0.162 -0.325
C -3.012 0.380 0.085
C -2.939 -1.134 0.346
As -1.118 -1.966 0.263
C -1.257 -2.509 -1.610
C -1.019 -3.813 -2.028
C -1.136 -4.145 -3.371
C -1.484 -3.178 -4.302
C -1.728 -1.875 -3.889
C -1.615 -1.543 -2.550
C -1.555 -3.623 1.188
C -2.675 -4.381 0.855
C -2.969 -5.528 1.574
C -2.152 -5.917 2.629
C -1.040 -5.162 2.967
C -0.739 -4.015 2.245
As -1.296 1.359 0.399
C -1.816 3.125 -0.258
C -0.853 3.914 -0.881
C -1.186 5.170 -1.369
C -2.481 5.643 -1.228
C -3.439 4.870 -0.584
C -3.109 3.615 -0.099
C -1.533 1.675 2.310
C -1.872 0.623 3.159
C -1.965 0.821 4.526
C -1.704 2.073 5.064
C -1.349 3.123 4.229
C -1.272 2.927 2.855
H -3.791 0.818 0.706
H -3.281 0.580 -0.953
H -3.555 -1.669 -0.375
H -3.329 -1.369 1.337
H -0.742 -4.565 -1.300
H -0.960 -5.164 -3.691
H -1.571 -3.441 -5.348
H -2.010 -1.118 -4.610
H -1.812 -0.525 -2.235
H -3.309 -4.076 0.031
H -3.837 -6.119 1.315
H -2.387 -6.812 3.190
H -0.409 -5.463 3.793
H 0.131 -3.421 2.500
H 0.169 3.559 -0.950
H -0.434 5.777 -1.856
H -2.744 6.621 -1.610
H -4.445 5.247 -0.457
H -3.857 3.022 0.412
H -2.040 -0.373 2.764
H -2.237 -0.004 5.171
H -1.779 2.229 6.133
H -1.135 4.100 4.646
H -1.006 3.753 2.206
C 1.745 0.023 -6.136
C 1.565 -0.066 -4.653
C 1.874 -1.216 -3.936
C 1.675 -1.248 -2.570
N 1.189 -0.213 -1.871
C 0.893 0.897 -2.564
C 1.058 1.010 -3.927
H 2.309 -0.824 -6.522
H 2.259 0.945 -6.406
H 0.769 0.039 -6.626
H 2.267 -2.090 -4.437
H 1.901 -2.142 -2.008
H 0.504 1.729 -1.990
H 0.795 1.933 -4.427